1.
The following is a DFT calculation (the ωB97M-V functional and the def2-TZVPD basis) of C5H6O as an isolated structure.

Last column: natural (NBO) charge in e.
CARTESIAN COORDINATES (ANGSTROEM)
C: 2.59692 0.03549 0.33105  -0.212
C: 1.48857 0.08945 -0.14045  -0.053
C: 0.17034 0.05635 -0.80419  0.022
C: -0.91100 -0.76426 -0.09808  -0.421
C: -1.24813 0.55851 0.56983  -0.071
O: -0.64543 1.23572 -0.58085  -0.509
H: 3.58449 -0.01491 0.73983  0.238
H: 0.32868 -0.16499 -1.86422  0.212
H: -1.68471 -0.91999 -0.85511  0.213
H: -0.71575 -1.68354 0.45167  0.215
H: -0.65715 0.86781 1.43364  0.181
H: -2.30683 0.70436 0.81688  0.185

As for the HOMO energy: -10.1 eV. The LUMO energy is 1.070 eV. The calculation puts the HOMO-LUMO gap at 11.2 eV. The value obtained for the total energy is -269.23465 a.u.

2.
The following is a DFT calculation (the ωB97M-V functional and the def2-TZVPD basis) of C2HFN2O as an isolated structure at a distorted geometry.

Last column: natural (NBO) charge in e.
CARTESIAN COORDINATES (ANGSTROEM)
C: 0.99501 0.09989 0.03373  0.811
C: -1.01318 0.32518 0.06172  0.109
H: -2.02213 0.83583 0.00765  0.219
N: 0.17230 1.10830 -0.06513  -0.476
N: -0.89943 -1.03814 -0.01866  -0.102
O: 0.41975 -1.15903 -0.02806  -0.284
F: 2.34770 -0.17203 0.00875  -0.279

As for the HOMO energy: -10.9 eV. The LUMO energy is 0.745 eV. The calculation puts the HOMO-LUMO gap at 11.6 eV. The value obtained for the total energy is -361.34770 a.u.

3.
The following is a DFT calculation (the ωB97M-V functional and the def2-TZVPD basis) of a 2-piece molecular cluster, C5H14B3NO6PS overall at a distorted geometry.

Last column: natural (NBO) charge in e.
CARTESIAN COORDINATES (ANGSTROEM)
N: -0.22031 0.69471 2.23636  -1.192
B: -0.98545 1.41577 1.26667  1.271
O: -0.42502 2.02194 0.11450  -0.899
B: -1.17157 1.87613 -1.03853  1.192
C: -0.66652 1.21482 -2.35443  -0.839
C: 0.79427 0.78319 -2.41354  -0.061
O: 1.28853 0.23801 -1.18465  -0.515
C: 0.76470 -0.96221 -0.78385  0.589
O: -0.06099 -1.57887 -1.45927  -0.652
O: -2.54189 2.22481 -0.92876  -0.883
B: -3.07940 1.55571 0.14642  0.889
P: -4.75034 0.55481 -0.13039  0.536
S: -5.42080 0.55158 -1.97834  -0.624
O: -2.40787 1.49476 1.34185  -0.895
H: 0.34549 -0.05906 1.77713  0.467
H: 0.50475 1.26076 2.66727  0.396
H: -1.31865 0.33755 -2.50204  0.278
H: -0.89171 1.87888 -3.20973  0.245
H: 1.44644 1.64124 -2.61809  0.182
H: 0.93709 0.05362 -3.22846  0.188
H: 1.16185 -1.27535 0.20590  0.234
H: -4.42944 -0.73161 0.32544  0.003
H: -5.68355 0.99948 0.82033  -0.014
C: 3.69889 -2.71116 1.59419  -0.633
C: 3.00069 -1.33657 1.63931  -0.021
O: 1.68146 -1.39493 1.93790  -0.949
H: 3.22827 -3.34545 0.83808  0.185
H: 4.76700 -2.61965 1.35106  0.169
H: 3.60821 -3.20644 2.56417  0.186
H: 3.22607 -0.85653 0.64335  0.079
H: 3.59979 -0.71994 2.36015  0.089

As for the HOMO energy: -3.8 eV. The LUMO energy is 2.510 eV. The calculation puts the HOMO-LUMO gap at 6.3 eV. As for the net charge: -1. The value obtained for the total energy is -1519.53431 a.u.

4.
The following is a DFT calculation (the ωB97M-V functional and the def2-TZVPD basis) of one molecule with the formula C3H5NOS at a distorted geometry.

Last column: natural (NBO) charge in e.
CARTESIAN COORDINATES (ANGSTROEM)
C: -0.77925 1.26105 1.31774  -0.742
S: -0.81719 0.85713 -0.46958  0.192
C: 0.57379 -0.41051 -0.48107  -0.127
O: 0.05020 -1.55744 0.27987  -0.706
C: 0.79743 -0.81378 -1.88170  0.220
N: 1.08749 -1.22838 -2.90344  -0.275
H: 0.16217 1.73146 1.40283  0.236
H: -1.26970 0.42040 1.82128  0.252
H: -1.42107 2.11368 1.32166  0.229
H: 1.55435 -0.06733 -0.04938  0.234
H: 0.06177 -2.30627 -0.35820  0.485

As for the HOMO energy: -9.4 eV. The LUMO energy is 0.683 eV. The calculation puts the HOMO-LUMO gap at 10.1 eV. The structure (SMILES) is CS[C@@H](O)C#N. The value obtained for the total energy is -645.43917 a.u.

5.
The following is a DFT calculation (the ωB97M-V functional and the def2-TZVPD basis) of one molecule with the formula C2H5OP at a distorted geometry.

Last column: natural (NBO) charge in e.
CARTESIAN COORDINATES (ANGSTROEM)
O: -0.77340 1.20461 -0.50845  -0.748
C: -0.49643 -0.18518 -0.39083  -0.133
C: 0.48796 -0.50462 0.79074  -0.687
P: 1.23705 -0.59262 -0.89305  0.443
H: -1.44700 1.67164 -0.06107  0.490
H: -1.20830 -1.04162 -0.50195  0.198
H: 0.54689 0.26592 1.47463  0.229
H: 0.27400 -1.57821 1.19996  0.227
H: 1.37924 0.76007 -1.10997  -0.019

As for the HOMO energy: -9.2 eV. The LUMO energy is 0.901 eV. The calculation puts the HOMO-LUMO gap at 10.1 eV. The structure (SMILES) is O[C@@H]1CP1. The value obtained for the total energy is -495.71238 a.u.